Formula: C26H29AsCoF6N2O3P2
Source: the OMol25 dataset
Level of theory: ωB97M-V/def2-TZVPD

Values from the calculation:
E_HOMO (spin up / spin down) = -12.137 / -12.119 eV
Expectation value of S² = 2.334
E_LUMO (spin up / spin down) = -5.47 / -3.39 eV
Energy above the lowest of the compared OMol25 structures with the same formula, charge and spin = 0.0 kcal per mole

The geometry in ORCA input format:
```
! wB97M-V def2-TZVPD RIJCOSX def2/J DEFGRID3
* xyz 1 3
Co 0.783 -0.037 -0.368
O 3.145 -3.239 -0.241
C 2.159 -2.690 0.165
O 1.767 -1.536 -0.379
C 1.304 -3.286 1.239
C 1.619 -4.574 1.659
C 0.867 -5.196 2.640
C -0.211 -4.535 3.217
C -0.531 -3.252 2.810
C 0.229 -2.623 1.822
P -0.250 -0.931 1.449
C 0.179 0.036 2.883
C 1.115 -0.458 3.796
C 1.471 0.311 4.889
C 0.910 1.571 5.065
C -0.009 2.069 4.149
C -0.373 1.307 3.052
C -2.019 -0.957 1.168
C -2.933 -0.408 2.065
C -4.291 -0.496 1.795
C -4.734 -1.120 0.637
C -3.822 -1.680 -0.253
C -2.465 -1.597 0.008
H 2.461 -5.069 1.195
H 1.118 -6.201 2.956
H -0.804 -5.018 3.984
H -1.372 -2.738 3.261
H 1.552 -1.439 3.662
H 2.188 -0.071 5.604
H 1.195 2.170 5.921
H -0.438 3.054 4.280
H -1.087 1.692 2.343
H -2.597 0.070 2.975
H -5.003 -0.075 2.493
H -5.796 -1.175 0.428
H -4.172 -2.187 -1.143
H -1.754 -2.043 -0.678
F -0.347 1.577 -0.169
As -1.332 3.211 -0.111
F -0.398 3.583 1.265
F -0.098 3.868 -1.094
F -2.240 4.630 -0.040
F -2.104 2.644 -1.527
F -2.412 2.304 0.857
C 3.373 3.537 -1.116
P 2.874 2.098 -2.044
C 4.361 1.453 -2.790
C 1.810 2.564 -3.402
O 2.245 1.042 -1.160
H 3.613 4.366 -1.784
H 4.258 3.274 -0.535
H 2.570 3.830 -0.447
H 4.742 2.143 -3.546
H 4.133 0.492 -3.252
H 5.118 1.305 -2.019
H 2.074 3.548 -3.791
H 0.782 2.584 -3.049
H 1.912 1.818 -4.192
C -2.521 0.206 -4.802
N -1.412 -0.211 -3.939
C -0.258 -0.861 -4.333
C 0.488 -1.012 -3.208
N -0.195 -0.454 -2.141
C -1.326 0.018 -2.621
H -2.323 -0.140 -5.811
H -2.606 1.290 -4.806
H -3.454 -0.230 -4.456
H -0.087 -1.167 -5.353
H 1.453 -1.477 -3.080
H -2.091 0.515 -2.051
*
```